Entry 1:
{"formula": "C23H55FIO16S5", "method": "ωB97M-V/def2-TZVPD", "species": ["C", "C", "O", "C", "C", "C", "F", "C", "I", "C", "C", "H", "H", "H", "H", "H", "H", "H", "H", "H", "H", "H", "H", "H", "H", "H", "O", "S", "O", "O", "C", "C", "C", "H", "H", "H", "H", "H", "H", "H", "H", "O", "S", "O", "O", "C", "C", "C", "H", "H", "H", "H", "H", "H", "H", "H", "O", "S", "O", "O", "C", "C", "C", "H", "H", "H", "H", "H", "H", "H", "H", "O", "S", "O", "O", "C", "C", "C", "H", "H", "H", "H", "H", "H", "H", "H", "O", "S", "O", "O", "C", "C", "C", "H", "H", "H", "H", "H", "H", "H", "H"], "positions_angstrom": [[6.9007, -0.8406, 2.8563], [5.8786, -1.7520, 3.5576], [4.5771, -1.4651, 3.1290], [3.6206, -1.3358, 4.2324], [3.3420, -2.7476, 4.7722], [2.9430, -3.8725, 3.8168], [4.0209, -4.3068, 3.0189], [2.3990, -0.7810, 3.5849], [2.9001, 1.1624, 2.6306], [1.2156, -0.5988, 4.5470], [0.0010, -1.4629, 4.1819], [7.7041, -1.4125, 2.3806], [7.3492, -0.1251, 3.5507], [6.3721, -0.2680, 2.0885], [5.9411, -1.6249, 4.6454], [6.1015, -2.8025, 3.3169], [2.5251, -2.6766, 5.5041], [4.2144, -3.1228, 5.3337], [2.6202, -4.7594, 4.3812], [2.1360, -3.5891, 3.1329], [2.0704, -1.3435, 2.6905], [0.8957, 0.4467, 4.5516], [1.5693, -0.8085, 5.5620], [-0.5146, -1.0642, 3.3028], [-0.7164, -1.5051, 5.0096], [0.2980, -2.4916, 3.9522], [-3.9091, 1.1940, 0.7178], [-3.6514, -0.2140, 0.5878], [-2.4416, -0.7630, 1.1042], [-3.8399, -0.6154, -0.9330], [-3.0994, 0.1449, -1.9398], [-1.6162, -0.1344, -1.9266], [-5.0139, -1.1211, 1.2356], [-3.3204, 1.2025, -1.8022], [-3.5628, -0.1745, -2.8708], [-1.1369, 0.2346, -1.0203], [-1.1541, 0.3681, -2.7773], [-1.4115, -1.2014, -1.9938], [-5.9384, -0.7149, 0.8350], [-4.9722, -0.9987, 2.3159], [-4.8891, -2.1667, 0.9676], [2.3503, -0.1502, -2.7185], [2.1403, -1.5626, -2.8286], [1.0118, -2.1575, -2.1785], [3.4627, -2.3313, -2.4437], [4.1084, -2.0046, -1.1637], [3.3742, -2.5577, 0.0286], [2.1062, -2.0180, -4.5311], [4.2253, -0.9228, -1.1017], [5.0941, -2.4517, -1.2711], [2.4113, -2.0673, 0.1673], [3.9684, -2.3778, 0.9290], [3.2044, -3.6299, -0.0791], [2.9644, -1.5778, -5.0308], [1.1776, -1.6205, -4.9354], [2.1182, -3.1023, -4.6015], [8.1534, -3.3435, 5.1003], [8.1922, -4.3101, 6.1526], [9.2329, -5.2964, 6.1655], [6.7735, -5.0104, 6.2456], [6.1157, -5.3670, 4.9919], [6.7499, -6.5680, 4.3323], [8.1456, -3.5062, 7.7171], [6.1062, -4.4937, 4.3437], [5.0890, -5.5663, 5.2901], [7.7621, -6.3490, 3.9920], [6.1470, -6.8492, 3.4681], [6.7968, -7.4120, 5.0219], [7.3423, -2.7744, 7.7023], [9.1102, -3.0190, 7.8443], [7.9914, -4.2556, 8.4886], [-4.6891, 2.8725, -3.3814], [-5.7708, 3.4338, -2.6230], [-6.9585, 3.8219, -3.3306], [-5.2247, 4.6475, -1.7663], [-4.4259, 5.6470, -2.4605], [-5.2766, 6.5380, -3.3315], [-6.1928, 2.3765, -1.2899], [-3.6559, 5.1297, -3.0333], [-3.9396, 6.1981, -1.6590], [-5.7220, 5.9796, -4.1506], [-4.6630, 7.3282, -3.7645], [-6.0816, 6.9936, -2.7545], [-5.2884, 2.1034, -0.7509], [-6.6602, 1.4991, -1.7345], [-6.8968, 2.8954, -0.6444], [-5.9632, 7.0893, -6.5287], [-6.7723, 6.8214, -7.6804], [-8.0087, 7.5249, -7.8387], [-7.0141, 5.2589, -7.7651], [-7.4143, 4.5740, -6.5378], [-8.8521, 4.8411, -6.1640], [-5.8217, 6.9923, -9.1500], [-6.7288, 4.8549, -5.7407], [-7.2490, 3.5246, -6.7698], [-9.0071, 5.8828, -5.8863], [-9.1100, 4.2137, -5.3103], [-9.5186, 4.6051, -6.9940], [-4.8920, 6.4434, -9.0317], [-5.6308, 8.0565, -9.2708], [-6.4052, 6.6133, -9.9847]], "lowdin_charge": [-0.07, -0.32, -0.29, -0.40, -0.18, -0.19, -0.09, -0.71, 0.64, -0.33, -0.11, 0.06, 0.06, 0.06, 0.10, 0.08, 0.10, 0.09, 0.10, 0.10, 0.05, 0.06, 0.09, 0.06, 0.06, 0.05, -0.29, 0.56, -0.25, -0.27, -0.23, -0.07, -0.12, 0.09, 0.12, 0.09, 0.09, 0.07, 0.07, 0.08, 0.07, -0.28, 0.54, -0.28, -0.27, -0.22, -0.07, -0.13, 0.12, 0.12, 0.07, 0.07, 0.09, 0.07, 0.07, 0.07, -0.26, 0.55, -0.29, -0.26, -0.25, -0.06, -0.12, 0.08, 0.12, 0.07, 0.08, 0.08, 0.08, 0.07, 0.07, -0.28, 0.57, -0.29, -0.25, -0.23, -0.07, -0.11, 0.11, 0.12, 0.04, 0.09, 0.09, 0.04, 0.08, 0.08, -0.28, 0.56, -0.28, -0.26, -0.23, -0.07, -0.12, 0.08, 0.13, 0.08, 0.08, 0.08, 0.07, 0.07, 0.07], "charge": -1, "mol_weight_g_mol": 893.91, "e_lumo_ev": 1.62, "e_homo_ev": -2.16, "energy_ev": -122494.611}

=====

Entry 2:
{"formula": "C23H55N4O4", "method": "ωB97M-V/def2-TZVPD", "species": ["C", "C", "C", "C", "O", "C", "C", "N", "C", "C", "C", "C", "C", "C", "C", "O", "C", "C", "N", "H", "H", "H", "H", "H", "H", "H", "H", "H", "H", "H", "H", "H", "H", "H", "H", "H", "H", "H", "H", "H", "H", "H", "H", "H", "H", "H", "H", "H", "H", "H", "H", "H", "C", "C", "C", "O", "C", "N", "H", "H", "H", "H", "H", "H", "H", "H", "H", "H", "H", "C", "C", "C", "O", "C", "N", "H", "H", "H", "H", "H", "H", "H", "H", "H", "H", "H"], "positions_angstrom": [[-1.8270, 2.9221, 4.3397], [-2.0056, 1.7440, 3.3620], [-1.9947, 2.2033, 1.9129], [-1.8223, 1.1228, 0.8587], [-0.7060, 0.2770, 1.1788], [-1.0058, -1.0686, 1.3150], [0.2739, -1.7020, 1.8165], [0.1523, -3.1987, 1.8587], [0.4995, -3.8889, 0.5294], [-0.7099, -4.2265, -0.3201], [1.4253, -5.0775, 0.8020], [0.7641, -6.4022, 1.1755], [-1.1431, -3.6386, 2.5094], [-2.3746, -2.7896, 2.1723], [-3.4638, -3.1468, 3.1976], [-4.5906, -2.3441, 3.0583], [-5.5797, -2.8762, 2.1789], [-6.4543, -3.9415, 2.8493], [-2.1012, -1.3644, 2.2152], [-2.4360, 2.7810, 5.2299], [-0.7944, 2.9826, 4.6802], [-2.0865, 3.8703, 3.8761], [-2.9377, 1.2296, 3.6036], [-1.1985, 1.0324, 3.5401], [-1.1635, 2.9045, 1.7939], [-2.8990, 2.7743, 1.6983], [-2.7280, 0.5473, 0.6794], [-1.5596, 1.6156, -0.0796], [-1.2989, -1.4970, 0.3487], [0.4271, -1.3609, 2.8417], [1.1491, -1.4181, 1.2401], [0.8850, -3.4977, 2.4972], [1.0844, -3.1512, -0.0181], [-1.3506, -3.3695, -0.4925], [-1.2882, -5.0578, 0.0725], [-0.3338, -4.5329, -1.2956], [2.0149, -5.2261, -0.1024], [2.1511, -4.8051, 1.5740], [1.5282, -7.1491, 1.3758], [0.1411, -6.3186, 2.0650], [0.1611, -6.7874, 0.3566], [-0.9747, -3.5759, 3.5863], [-1.3019, -4.6868, 2.2759], [-2.7633, -3.0389, 1.1855], [-3.7157, -4.2098, 3.1168], [-3.0635, -2.9843, 4.2029], [-5.0938, -3.2877, 1.2896], [-6.1846, -2.0286, 1.8740], [-6.6360, -4.7656, 2.1618], [-5.9752, -4.3250, 3.7465], [-7.4207, -3.5245, 3.1174], [-1.8678, -1.0869, 3.1659], [-0.8292, 0.5490, -4.8643], [-0.7525, 0.9551, -3.3971], [-0.2100, 2.3709, -3.1681], [1.1874, 2.4934, -3.3221], [1.6426, 2.7052, -4.6500], [0.0157, -0.0522, -2.6547], [0.1546, 0.3093, -5.2673], [-1.4498, -0.3395, -4.9754], [-1.2636, 1.3442, -5.4717], [-1.7734, 0.9463, -3.0010], [-0.4119, 2.6486, -2.1286], [-0.7296, 3.0970, -3.8060], [0.9415, 3.3218, -5.2188], [1.8084, 1.7630, -5.1776], [2.5950, 3.2310, -4.5848], [-0.0228, 0.1745, -1.6632], [0.9943, 0.0739, -2.9012], [5.7290, 5.4821, -0.6581], [4.4861, 4.8157, -1.2381], [4.7745, 3.8598, -2.4020], [5.0576, 4.4897, -3.6345], [6.3995, 4.9023, -3.8175], [3.5067, 5.8461, -1.5883], [6.0938, 6.2816, -1.3028], [5.4965, 5.9288, 0.3078], [6.5366, 4.7614, -0.5157], [4.0411, 4.2028, -0.4472], [3.8684, 3.2728, -2.5805], [5.5764, 3.1548, -2.1424], [7.0971, 4.1984, -3.3539], [6.5769, 5.9019, -3.4143], [6.5891, 4.9280, -4.8896], [2.6343, 5.4045, -1.8641], [3.8336, 6.3215, -2.4248]], "lowdin_charge": [-0.09, -0.26, -0.18, -0.18, -0.08, -0.39, -0.01, -0.02, -0.28, -0.02, -0.19, -0.08, -0.04, -0.29, -0.20, -0.13, -0.24, -0.06, 0.08, 0.07, 0.07, 0.07, 0.11, 0.09, 0.12, 0.13, 0.13, 0.11, 0.15, 0.15, 0.15, 0.16, 0.15, 0.07, 0.08, 0.11, 0.13, 0.12, 0.09, 0.07, 0.08, 0.15, 0.12, 0.14, 0.13, 0.14, 0.11, 0.12, 0.08, 0.08, 0.08, 0.13, -0.06, -0.43, -0.21, -0.20, -0.09, 0.04, 0.07, 0.08, 0.08, 0.13, 0.11, 0.12, 0.10, 0.08, 0.08, 0.05, 0.07, -0.07, -0.44, -0.21, -0.19, -0.10, 0.04, 0.07, 0.08, 0.08, 0.13, 0.10, 0.12, 0.09, 0.08, 0.09, 0.07, 0.07], "charge": 1, "mol_weight_g_mol": 451.72, "e_lumo_ev": -2.65, "e_homo_ev": -10.50, "energy_ev": -38885.676}